# 1
{
  "formula": "C28H80N12O14",
  "method": "ωB97M-V/def2-TZVPD",
  "orbital_gap_ev": 8.122,
  "energy_ev": -76874.796,
  "largest_force_ev_per_a": 7.5,
  "e_homo_ev": -8.18,
  "e_above_lowest_kj_mol": 0.00,
  "species": ["C", "O", "N", "N", "H", "H", "H", "H", "C", "O", "N", "N", "H", "H", "H", "H", "C", "O", "N", "N", "H", "H", "H", "H", "C", "O", "N", "N", "H", "H", "H", "H", "C", "O", "C", "C", "N", "C", "C", "O", "C", "H", "H", "H", "H", "H", "H", "H", "H", "H", "H", "H", "H", "H", "H", "H", "C", "O", "C", "C", "N", "C", "C", "O", "C", "H", "H", "H", "H", "H", "H", "H", "H", "H", "H", "H", "H", "H", "H", "H", "C", "O", "C", "C", "N", "C", "C", "O", "C", "H", "H", "H", "H", "H", "H", "H", "H", "H", "H", "H", "H", "H", "H", "H", "C", "O", "C", "C", "N", "C", "C", "O", "C", "H", "H", "H", "H", "H", "H", "H", "H", "H", "H", "H", "H", "H", "H", "H", "O", "H", "H", "O", "H", "H"],
  "coordinates": [[15.538580, -16.895500, -21.424730], [16.360680, -16.020640, -21.691560], [14.800230, -17.533820, -22.293310], [15.256380, -17.279880, -20.210100], [14.851360, -17.407700, -23.294100], [14.003720, -18.049530, -21.947290], [14.537890, -17.987480, -20.153870], [15.719290, -16.861750, -19.415750], [17.186400, -14.547960, -18.673690], [16.564620, -15.492950, -18.244220], [17.309480, -14.266570, -19.943240], [17.602660, -13.560160, -17.843290], [16.934230, -14.988940, -20.541120], [17.443520, -13.367290, -20.383040], [18.250980, -12.912460, -18.267860], [17.224050, -13.488490, -16.909680], [16.335960, -15.072120, -14.636770], [17.168800, -14.202480, -14.812540], [15.762170, -15.792070, -15.537520], [15.967790, -15.319530, -13.457610], [14.986330, -16.312350, -15.153490], [15.945130, -15.687550, -16.525290], [15.213310, -15.982630, -13.352020], [15.834320, -14.459990, -12.944310], [19.970060, -12.667190, -13.716080], [20.828410, -12.188770, -13.012620], [19.331620, -12.088280, -14.653330], [19.831310, -13.961060, -13.885630], [18.620880, -12.642390, -15.109300], [19.465110, -11.087780, -14.617520], [20.266980, -14.506580, -13.155770], [18.918550, -14.259750, -14.198310], [18.541860, -11.497630, -21.892550], [19.052860, -10.885200, -22.996600], [19.899170, -11.801730, -23.618050], [20.568820, -11.015740, -24.782620], [19.542890, -10.541770, -25.736880], [20.051930, -9.495770, -26.587180], [18.954000, -8.995910, -27.500910], [19.319830, -7.995630, -28.477110], [20.152520, -8.572290, -29.509530], [17.804080, -10.792640, -21.509440], [19.376520, -11.781710, -21.251660], [17.987430, -12.416740, -22.082130], [19.442050, -12.750240, -23.899960], [20.679400, -12.046510, -22.897330], [21.288770, -11.643500, -25.307670], [21.205290, -10.237720, -24.361090], [18.708420, -10.260000, -25.242540], [20.895930, -9.811610, -27.200380], [20.404620, -8.586870, -26.099740], [18.110600, -8.694550, -26.879660], [18.531750, -9.819700, -28.076400], [21.159700, -8.828990, -29.181220], [20.428600, -7.735790, -30.151520], [19.682350, -9.448070, -29.956800], [17.262160, -19.787230, -18.818520], [17.995870, -19.765770, -17.529790], [17.536550, -18.760480, -16.680480], [18.589910, -18.542550, -15.505640], [19.704760, -17.816380, -16.076840], [19.617370, -16.447520, -16.349350], [20.849400, -15.833140, -16.950380], [21.386340, -16.399680, -18.142790], [20.504430, -16.441690, -19.220650], [17.185630, -18.763110, -19.183790], [16.236710, -20.120300, -18.658440], [17.743900, -20.325030, -19.635090], [16.582540, -19.100060, -16.277180], [17.297930, -17.820180, -17.177470], [18.855340, -19.486320, -15.029260], [18.132180, -17.857120, -14.792360], [19.876130, -18.243050, -16.976110], [19.409570, -15.839430, -15.468930], [18.802680, -16.246620, -17.045070], [21.642660, -15.903330, -16.206130], [20.621340, -14.787290, -17.155990], [21.027130, -16.422520, -20.176950], [19.741800, -15.666540, -19.295760], [19.976030, -17.394940, -19.235180], [14.995920, -10.023640, -28.614100], [14.967030, -11.078640, -27.789310], [16.218540, -11.396010, -27.140200], [16.192880, -12.427530, -25.959960], [15.397510, -12.048250, -24.735160], [15.491670, -13.224570, -23.839030], [14.712440, -13.044680, -22.515220], [15.319860, -12.076650, -21.628620], [14.624680, -10.786170, -21.700930], [15.815210, -9.941640, -29.328340], [14.976270, -9.106270, -28.025760], [14.018830, -10.008870, -29.096980], [16.638130, -10.545770, -26.602470], [16.913190, -11.527790, -27.969770], [17.218000, -12.631500, -25.650720], [15.814920, -13.371000, -26.353800], [15.906140, -11.382330, -24.171290], [16.554510, -13.367490, -23.643990], [15.076600, -14.117280, -24.306880], [14.709130, -13.991950, -21.976000], [13.683960, -12.786670, -22.767720], [15.199750, -9.981930, -21.242050], [13.790790, -10.889420, -21.006620], [14.209180, -10.464620, -22.655950], [14.569360, -12.323340, -15.495310], [14.184790, -11.347260, -16.441950], [14.700190, -11.642310, -17.750540], [15.918210, -10.791950, -17.963980], [15.679060, -9.331000, -17.640380], [14.720380, -8.557570, -18.484980], [14.394890, -7.246750, -17.718190], [13.225940, -7.339640, -16.866890], [11.959490, -7.108100, -17.573340], [15.616530, -12.339620, -15.193210], [14.300800, -13.325240, -15.830240], [14.072700, -12.184930, -14.534960], [13.940300, -11.333170, -18.468240], [15.077760, -12.659350, -17.856220], [16.307680, -10.917550, -18.974250], [16.767310, -11.118470, -17.363560], [15.186660, -9.342120, -16.758600], [13.809560, -9.105590, -18.726210], [15.297180, -8.421950, -19.399860], [14.399930, -6.402600, -18.407750], [15.106360, -7.061330, -16.913500], [11.125860, -7.341470, -16.910990], [11.828420, -7.703570, -18.476850], [11.764640, -6.085360, -17.896070], [19.310420, -11.097810, -18.459910], [20.264900, -11.072320, -18.527330], [19.053450, -10.182950, -18.344880], [17.255450, -15.706790, -24.298220], [17.062590, -15.405650, -23.410340], [16.550020, -16.320900, -24.501890]],
  "atomic_forces_ev_per_a": [[1.1, 1.6, 0.2], [0.3, 0.0, -0.7], [-2.0, -1.6, -3.2], [-0.6, -0.9, 2.3], [0.1, 0.2, 0.4], [0.2, 0.0, -0.5], [0.4, 0.2, 0.9], [0.0, 0.2, 0.3], [-0.3, 3.6, 1.6], [-1.3, -3.1, 0.7], [0.6, -0.5, -2.5], [0.7, -0.1, -0.3], [0.1, -0.1, -0.6], [0.1, 0.0, 0.7], [-0.2, 0.5, 0.8], [0.6, -0.2, 0.1], [2.2, 1.6, -3.2], [1.4, 1.8, -1.4], [-1.7, -2.1, -2.0], [-2.7, -1.0, 7.0], [0.1, -0.2, -1.1], [0.2, -0.1, -0.5], [0.1, 0.2, 0.5], [0.3, -0.3, 0.6], [3.3, -1.3, 1.0], [0.6, 1.3, 1.5], [-2.5, 4.2, -2.7], [-0.1, -4.5, 1.4], [-0.1, 1.0, -0.3], [-0.9, 0.0, -0.7], [-0.2, -0.2, -0.1], [0.0, -0.4, 0.2], [-1.1, 0.1, 1.3], [-0.3, -0.1, -1.5], [2.0, 1.2, -1.3], [-0.9, -1.0, 0.0], [1.1, -0.4, 0.4], [-0.1, 1.0, -0.9], [-0.5, -0.5, -1.2], [0.6, -0.9, 0.6], [0.3, 1.2, 0.9], [0.3, -0.1, 0.8], [-0.2, 0.2, 0.8], [-0.1, -0.2, -0.6], [-0.5, 0.1, -0.3], [0.4, -0.3, 0.1], [-0.2, -0.3, -0.2], [-0.3, 0.5, 0.2], [0.1, 0.3, 0.2], [0.0, -0.5, 0.1], [0.3, 0.1, 0.7], [0.0, 0.9, -0.1], [0.1, -0.5, 0.0], [-0.1, -0.5, 0.7], [-0.8, -0.2, -0.6], [-0.1, 0.2, -0.4], [0.4, 1.1, 1.4], [0.1, -0.5, -2.6], [-0.3, -0.4, 1.9], [-1.5, 1.4, -2.0], [1.7, -2.3, 0.2], [-1.3, 1.5, -0.5], [0.8, 0.1, 0.1], [0.0, 0.1, 0.3], [-0.5, -0.7, -0.8], [0.1, 0.2, 0.1], [0.0, -0.4, 0.1], [0.3, -0.5, 0.7], [-0.4, 0.0, 0.4], [0.5, 0.2, -0.3], [0.2, 0.1, -0.2], [-0.2, -0.3, 0.4], [0.6, -0.5, 0.0], [0.0, -0.2, 0.2], [-0.5, 0.3, -0.2], [0.2, 0.1, -0.2], [0.0, 0.3, 0.2], [0.5, 0.1, 0.2], [0.1, 0.4, 0.5], [-0.4, -0.2, 0.1], [-1.0, 2.3, -0.5], [0.8, -3.3, 2.5], [-0.4, 1.0, 0.9], [-0.7, 0.3, -0.9], [0.0, -1.2, -0.7], [-0.7, 0.6, 0.7], [0.9, 0.2, -0.4], [-0.8, 1.2, -1.3], [-0.3, -0.9, 1.4], [0.2, -0.4, -0.2], [0.4, 0.6, 0.1], [0.2, -0.1, -0.6], [-0.3, 0.9, -0.2], [0.4, -1.0, 0.3], [0.4, 0.1, -0.3], [-0.3, -0.1, 0.3], [0.3, 0.8, -0.5], [0.1, -0.5, 0.3], [0.1, 0.0, -0.2], [0.1, 0.0, 0.0], [-0.1, 0.2, 0.2], [0.6, -0.3, -0.3], [-0.5, 0.1, -0.1], [0.5, -0.4, -0.3], [-0.1, -0.3, 0.6], [0.1, -0.9, 0.1], [0.6, 0.8, 0.5], [0.2, 2.0, -0.1], [-0.4, -0.8, -0.1], [1.4, -0.4, 0.6], [-0.3, -0.6, 0.7], [-1.6, 0.5, -2.0], [0.4, -0.3, 0.5], [0.4, 0.3, -0.6], [0.0, -0.2, -0.2], [-0.5, 0.5, -0.2], [-0.2, -0.5, 0.0], [-0.8, -0.4, -0.1], [-0.2, 0.2, -0.4], [-0.2, 0.0, 0.4], [0.3, -0.3, 0.6], [-0.3, 0.0, 0.0], [-0.4, 0.6, -0.3], [-0.4, 0.2, 0.1], [0.8, -0.1, -0.6], [0.3, -0.2, 0.2], [0.4, -0.4, 0.0], [0.7, 0.4, 0.2], [-0.1, -0.2, -0.1], [0.3, -0.1, 0.0], [-0.2, 0.3, 0.1], [0.4, 0.0, -0.8], [-0.2, -0.2, 0.5], [0.0, -0.1, 0.0]],
  "lowdin_charge": [-0.69, 0.00, 0.18, 0.19, 0.12, 0.11, 0.12, 0.08, -0.70, -0.01, 0.22, 0.20, 0.04, 0.09, 0.07, 0.07, -0.81, -0.02, 0.23, 0.19, 0.12, 0.07, 0.12, 0.14, -0.82, 0.04, 0.18, 0.15, 0.08, 0.13, 0.12, 0.04, -0.15, -0.17, -0.22, -0.17, -0.04, -0.24, -0.23, -0.18, -0.10, 0.10, 0.09, 0.06, 0.12, 0.12, 0.11, 0.11, 0.09, 0.11, 0.12, 0.12, 0.09, 0.07, 0.09, 0.09, -0.06, -0.19, -0.25, -0.14, -0.06, -0.26, -0.20, -0.16, -0.12, 0.05, 0.08, 0.09, 0.11, 0.08, 0.11, 0.10, 0.10, 0.10, 0.09, 0.13, 0.12, 0.09, 0.07, 0.08, -0.18, -0.18, -0.17, -0.16, -0.03, -0.23, -0.18, -0.22, -0.08, 0.09, 0.09, 0.09, 0.08, 0.11, 0.10, 0.11, 0.09, 0.09, 0.11, 0.10, 0.12, 0.06, 0.07, 0.09, -0.11, -0.17, -0.20, -0.20, -0.05, -0.19, -0.19, -0.19, -0.09, 0.07, 0.08, 0.09, 0.11, 0.11, 0.10, 0.09, 0.08, 0.10, 0.10, 0.11, 0.12, 0.08, 0.07, 0.08, -0.05, 0.05, 0.05, -0.06, -0.02, 0.02]
}



# 2
{
  "formula": "C15H22CoN4O5",
  "method": "ωB97M-V/def2-TZVPD",
  "orbital_gap_ev": [9.093, 9.352],
  "multiplicity": 4,
  "energy_ev": -69737.819,
  "s_squared": 3.76,
  "largest_force_ev_per_a": 2.6,
  "e_homo_ev": [-8.83, -9.13],
  "species": ["Co", "O", "C", "C", "N", "C", "C", "O", "O", "C", "C", "O", "O", "H", "H", "H", "H", "H", "H", "H", "H", "H", "C", "C", "C", "C", "N", "C", "C", "H", "H", "H", "H", "H", "H", "H", "C", "N", "C", "C", "N", "H", "H", "H", "H", "H", "H"],
  "coordinates": [[7.110564, 10.233702, 9.747379], [7.009887, 11.642879, 12.271401], [8.380270, 11.877908, 12.530354], [9.321189, 10.750536, 12.030189], [9.173618, 10.571263, 10.595328], [9.508526, 11.748931, 9.768614], [8.371204, 12.654279, 9.381465], [8.565559, 13.694770, 8.807092], [7.172990, 12.194588, 9.674929], [9.871033, 9.344455, 10.183930], [9.368848, 8.768960, 8.859433], [10.092904, 7.967508, 8.271215], [8.173646, 9.119318, 8.477357], [6.907855, 11.992270, 11.386727], [8.567761, 11.845242, 13.626795], [8.764204, 12.816297, 12.139732], [9.090627, 9.781366, 12.530179], [10.352062, 11.088948, 12.254493], [10.074788, 11.402184, 8.923653], [10.277027, 12.337240, 10.257826], [9.628286, 8.580039, 10.878162], [10.955599, 9.404530, 10.251900], [6.447129, 5.317945, 13.885836], [6.439506, 6.508399, 12.916004], [5.969867, 7.783785, 13.255078], [6.014129, 8.787543, 12.330268], [6.569906, 8.616187, 11.121599], [6.870091, 7.357225, 10.734706], [6.746959, 6.281268, 11.586092], [7.457046, 4.894042, 13.879075], [5.805766, 4.483338, 13.543261], [6.192853, 5.668596, 14.884940], [5.616540, 7.997632, 14.272874], [5.678637, 9.797962, 12.525434], [7.181558, 7.329726, 9.706433], [7.019896, 5.253232, 11.320975], [7.580389, 10.973105, 6.020646], [6.382184, 11.575791, 6.524474], [6.144520, 12.993236, 6.596070], [5.900377, 10.847244, 7.494727], [5.494524, 10.180751, 8.381715], [7.850813, 11.418523, 5.052304], [7.493538, 9.892870, 5.873170], [8.421683, 11.167051, 6.717533], [5.079614, 13.238882, 6.494878], [6.638553, 13.500298, 5.733952], [6.468570, 13.394895, 7.528972]],
  "atomic_forces_ev_per_a": [[0.0, -1.1, 0.3], [0.7, 0.1, 0.9], [1.0, -1.5, 1.4], [-0.7, 0.8, 0.0], [-0.4, -0.8, -0.6], [1.3, -0.6, 1.0], [-1.2, -0.5, 0.0], [0.4, 0.5, -0.2], [0.5, 0.3, -0.2], [-0.3, 0.6, -0.6], [0.5, -0.5, -1.1], [-0.6, 0.6, 0.5], [0.6, 0.2, 0.6], [-0.5, 0.5, -0.8], [-0.5, 0.5, -0.5], [-0.3, 0.4, -0.1], [0.2, 0.8, -0.3], [-0.2, -0.4, 0.2], [-0.2, -0.2, -0.9], [0.1, 0.5, 0.4], [-0.4, -0.8, 0.9], [0.2, 0.3, -0.5], [0.3, 0.5, -0.7], [-1.2, -0.6, 0.4], [0.1, -0.8, 1.2], [0.5, 0.7, -0.7], [-0.3, -0.3, -0.2], [-0.3, 1.0, 0.0], [0.9, -0.5, 0.1], [-0.1, 0.1, 0.3], [0.0, 0.7, 0.2], [-0.1, -0.3, 0.0], [0.1, -0.1, -0.5], [0.1, -0.1, 0.3], [0.3, -0.5, -0.2], [-0.1, 0.6, -0.4], [2.2, 0.4, -0.9], [-1.1, -1.3, 0.4], [-0.3, 1.4, -1.4], [-1.5, -1.0, 1.8], [0.4, 1.1, -1.7], [-0.2, 0.0, 0.2], [-0.2, 0.3, 0.3], [-0.3, -0.2, -0.4], [0.1, -0.4, 0.0], [-0.1, -0.5, 0.8], [0.6, 0.4, 0.6]],
  "lowdin_spin": [2.72, 0.00, 0.00, 0.00, 0.04, 0.00, 0.01, 0.01, 0.06, 0.00, 0.00, 0.01, 0.06, 0.00, 0.00, 0.00, 0.00, 0.00, 0.00, 0.00, 0.00, 0.00, 0.00, 0.00, 0.00, 0.00, 0.03, 0.00, 0.00, 0.00, 0.00, 0.00, 0.00, 0.00, 0.00, 0.00, 0.00, 0.01, 0.00, 0.02, 0.02, 0.00, 0.00, 0.00, 0.00, 0.00, 0.00]
}